DFT (ωB97M-V/def2-TZVPD) results for a structure of composition C8H26FFeO5S3 in a non-equilibrium geometry.

## Properties
Total charge: +1
Gap between HOMO and LUMO (alpha / beta), eV: 6.23 / 5.06
Energy, eV: -88550.0924
Spin multiplicity: 5

Last column: Mulliken spin population.
Atoms and positions in Å:
Fe: 0.50831 -0.32528 0.79238  3.44
F: 1.87773 -2.30933 2.51704  0.57
C: 4.91525 0.21848 -0.64478  0.00
O: 3.63008 -0.17137 -1.03552  0.00
H: 4.93480 0.95496 0.15854  0.00
H: 5.44031 -0.65426 -0.25653  0.00
H: 5.43792 0.62040 -1.51274  0.00
H: 3.75421 -0.72228 -1.81185  0.00
C: -1.96576 -0.32117 4.11074  0.00
O: -2.12048 -0.18423 2.74264  0.00
H: -1.26117 0.38019 4.55766  0.00
H: -2.92995 -0.13961 4.58558  0.00
H: -1.67387 -1.35208 4.31106  0.00
H: -3.04702 -0.20521 2.49226  0.00
C: -0.72708 -5.83837 -1.50188  0.00
S: -1.87386 -4.63862 -0.74196  0.00
O: -1.32598 -3.23819 -1.06841  0.00
C: -3.17486 -4.95347 -1.95856  0.00
H: -1.23475 -6.80281 -1.51623  0.00
H: 0.22054 -5.93850 -0.97264  0.00
H: -0.50322 -5.52150 -2.52050  0.00
H: -3.99596 -4.24962 -1.82255  0.00
H: -3.56337 -5.96345 -1.82781  0.00
H: -2.79541 -4.88025 -2.97775  0.00
C: -2.41016 0.79994 -3.96809  0.00
S: -1.18353 2.03838 -3.37501  0.00
O: -0.75710 1.52554 -1.99632  -0.01
C: 0.03274 2.02538 -4.80651  0.00
H: -2.66193 1.10177 -4.98475  0.00
H: -3.27955 0.76121 -3.31177  0.00
H: -2.02343 -0.21751 -4.02582  0.00
H: 0.69996 1.16453 -4.84955  0.00
H: 0.63852 2.92419 -4.69129  0.00
H: -0.42166 2.05156 -5.79693  0.00
C: 2.35651 3.87371 4.61001  0.00
S: 1.76854 4.11018 2.92134  0.00
O: 1.54890 2.62557 2.52790  -0.01
C: 0.15076 4.88977 3.17900  0.00
H: 1.84485 3.18087 5.27805  0.00
H: 2.48963 4.85468 5.06616  0.00
H: 3.33925 3.43838 4.42885  0.00
H: -0.39918 4.26595 3.88363  0.00
H: -0.41038 4.91370 2.24485  0.00
H: 0.15074 5.90791 3.56823  0.00

DFT (ωB97M-V/def2-TZVPD) results for a cluster of 3 separate species, C4H12O4 in total in a non-equilibrium geometry.

## Properties
Gap between HOMO and LUMO, eV: 10.35
Structure (SMILES): CCCC(=O)O.O.O
Energy, eV: -12532.5466
Spin multiplicity: 1

Last column: Mulliken charge in e.
Atoms and positions in Å:
C: -0.92555 0.75406 -1.66649  -1.15
C: 0.26533 0.08394 -0.97794  -0.12
C: 1.04998 1.16643 -0.20863  -0.22
C: 2.12313 0.62416 0.72029  0.25
O: 2.61553 1.27549 1.59359  -0.55
O: 2.69223 -0.56006 0.36407  -0.47
H: -1.89787 0.51174 -1.23402  0.24
H: -1.09019 0.43084 -2.70026  0.33
H: -0.86592 1.84149 -1.63916  0.32
H: 0.85478 -0.48635 -1.69389  0.35
H: -0.14944 -0.65501 -0.28222  0.08
H: 1.67303 1.79453 -0.85154  0.27
H: 0.33707 1.71742 0.38611  0.34
H: 1.94759 -1.09263 0.05637  0.36
O: 0.19495 -1.74374 1.45367  -0.63
H: 0.81359 -2.31674 1.87200  0.29
H: -0.09715 -1.11727 2.12785  0.33
O: -3.26931 -0.34414 0.80091  -0.62
H: -3.70657 -0.98704 1.38165  0.31
H: -2.56518 -0.89712 0.49762  0.29